(1)
Below is C20H24N4O7PRuSTe as an isolated structure, with properties calculated with ωB97M-V/def2-TZVPD.

Its expectation value of S² is 8.76. Its total energy is -71422.9907 eV. The frontier orbital gap (alpha / beta) is 7.8 / 6.8 eV. The multiplicity is 6. The value obtained for the strongest force on any atom is 0.59 eV/Å. For the LUMO energy (alpha / beta), the calculation gives -0.0096 / -0.0513 hartree.

Last column: Mulliken spin population.
CARTESIAN COORDINATES (ANGSTROEM)
Ru: 0.3784 -0.3349 0.8560  3.923
O: 2.4749 -2.0423 1.1032  0.038
S: 3.4070 -0.9957 0.7258  0.011
O: 4.5097 -0.6992 1.6032  0.014
N: 2.4216 0.2504 0.5018  0.132
C: 2.8441 1.5132 0.1474  0.047
C: 4.1364 1.9254 -0.0841  0.038
C: 4.4012 3.2622 -0.4465  -0.010
C: 3.4043 4.1873 -0.5630  0.026
C: 2.0640 3.8014 -0.3152  -0.010
C: 0.9739 4.6940 -0.3780  0.006
C: -0.2835 4.2477 -0.0830  -0.001
C: -0.4575 2.8958 0.2622  -0.012
N: 0.5254 2.0286 0.2885  0.098
C: 1.7858 2.4647 0.0278  -0.030
C: 4.1016 -1.4011 -0.8508  0.004
C: 3.2652 -1.5557 -1.9448  0.006
C: 3.8165 -1.9088 -3.1656  -0.002
C: 5.1857 -2.1092 -3.2834  0.002
C: 6.0112 -1.9544 -2.1795  -0.001
C: 5.4700 -1.5968 -0.9533  0.001
H: 4.9606 1.2370 0.0280  0.002
H: 5.4288 3.5496 -0.6269  -0.001
H: 3.6165 5.2136 -0.8314  0.001
H: 1.1513 5.7287 -0.6448  0.000
H: -1.1384 4.9077 -0.0971  0.000
H: -1.4341 2.5376 0.5603  0.004
H: 2.1959 -1.4287 -1.8352  -0.004
H: 3.1717 -2.0375 -4.0241  0.000
H: 5.6082 -2.3920 -4.2387  0.000
H: 7.0777 -2.1113 -2.2702  0.000
H: 6.0960 -1.4656 -0.0824  0.000
N: -1.8127 -0.0797 0.0134  0.113
N: -2.1006 -1.2319 -0.7734  -0.003
C: -0.9658 -2.0303 -1.1070  0.001
O: -1.1223 -3.1461 -1.5279  0.034
O: 0.1797 -1.4269 -0.8977  0.193
H: -2.4461 0.0150 0.8015  -0.009
H: -1.9214 0.7337 -0.5848  -0.003
H: -2.8726 -1.7817 -0.4242  0.001
C: -2.7693 -0.7038 6.0753  0.002
C: -2.4131 0.5661 5.3398  0.003
O: -0.9947 0.6125 5.0676  -0.005
P: -0.4352 0.3586 3.6069  0.051
O: -1.1341 1.1365 2.5407  0.056
Te: -0.4537 -1.9426 2.9547  0.273
O: 1.0649 0.8606 3.6991  0.010
C: 2.1956 0.1090 4.2119  -0.001
C: 2.1674 0.0216 5.7172  0.001
H: -3.8260 -0.6851 6.3449  0.001
H: -2.1834 -0.7958 6.9890  0.000
H: -2.5907 -1.5809 5.4547  0.001
H: -2.6147 1.4491 5.9451  0.000
H: -2.9559 0.6652 4.3974  0.000
H: 3.0632 0.6544 3.8447  0.000
H: 2.1896 -0.8761 3.7403  -0.002
H: 2.0971 1.0135 6.1628  0.000
H: 3.0899 -0.4475 6.0635  0.000
H: 1.3280 -0.5796 6.0668  0.001

Cartesian forces, eV/Å:
0.18 0.29 -0.45
0.04 0.00 0.06
0.11 -0.20 0.05
-0.12 0.02 0.00
0.00 -0.13 0.12
0.01 0.15 -0.07
-0.07 0.04 -0.01
-0.03 0.04 -0.01
-0.01 -0.02 0.01
0.07 0.00 -0.02
-0.05 -0.03 0.02
0.09 -0.04 0.00
-0.08 0.07 0.00
-0.04 -0.01 0.15
0.14 -0.01 -0.06
0.06 0.03 0.08
-0.15 -0.04 -0.07
0.00 0.00 -0.01
-0.01 0.01 0.02
0.01 0.00 -0.01
0.06 0.06 0.00
-0.01 -0.04 0.01
0.00 0.02 0.00
0.01 0.01 -0.01
0.00 0.01 0.00
-0.02 0.01 0.00
0.01 -0.03 0.00
-0.01 0.00 0.00
-0.01 0.00 -0.01
0.01 0.00 -0.01
0.01 -0.01 0.00
0.00 -0.01 0.03
-0.07 -0.01 -0.26
0.16 -0.07 -0.02
0.07 0.17 0.56
-0.17 -0.10 -0.25
-0.26 -0.06 -0.08
0.11 -0.12 0.06
-0.04 0.01 0.09
0.01 0.01 -0.11
-0.04 0.00 0.00
0.02 0.04 -0.06
0.12 0.03 0.03
0.09 0.06 0.05
-0.02 0.03 0.00
-0.03 -0.17 0.04
-0.10 0.04 0.11
-0.07 0.05 -0.09
0.08 -0.04 0.04
-0.01 0.00 0.00
0.02 0.01 0.01
0.02 -0.01 -0.01
-0.04 -0.02 -0.01
-0.04 -0.02 0.05
-0.01 -0.03 0.03
0.04 0.00 0.04
-0.02 0.01 0.00
-0.01 -0.01 0.00
-0.02 0.01 -0.01


(2)
Below is a 2-piece molecular cluster, C20H25BF2IN2O7S overall in a non-equilibrium geometry, with properties calculated with ωB97M-V/def2-TZVPD.

Its total energy is -63507.0909 eV. The frontier orbital gap is 7.9 eV. As for the net charge: -1. The multiplicity is 1. The value obtained for the strongest force on any atom is 4.66 eV/Å. For the LUMO energy, the calculation gives 0.0425 hartree.

Last column: natural (NBO) charge in e.
CARTESIAN COORDINATES (ANGSTROEM)
C: 3.0260 -1.3017 1.0328  -0.631
C: 2.3973 -1.8273 2.4373  -0.428
C: 2.0737 -0.6474 3.4787  -0.401
C: 0.5214 -0.1608 3.4300  -0.446
C: 0.1673 0.1838 1.8903  -0.001
C: 0.5892 1.6174 1.3995  0.152
N: 1.2688 2.5965 2.2876  -0.870
C: 0.2622 1.9563 -0.1056  0.008
C: 0.6089 3.3969 -0.7251  -0.472
C: -0.7183 4.3069 -0.4424  -0.309
C: -1.8194 4.1499 -1.6328  -0.667
I: -0.2570 6.3788 0.0479  0.055
C: -0.4045 0.8930 -0.9935  -0.130
C: -0.8415 -0.5239 -0.5315  -0.131
C: -0.5514 -0.8529 0.9478  0.327
O: -0.9310 -2.1141 1.4830  -0.540
C: -2.2037 -1.9777 2.2199  -0.070
C: -3.4245 -1.7947 1.1929  -0.433
C: -4.8655 -1.6758 1.9511  -0.627
C: -1.5428 -1.3422 -1.6989  0.694
O: -1.9185 -2.5284 -1.6832  -0.498
N: -1.6650 -0.3344 -2.7889  -0.634
S: -3.3011 0.1446 -3.1930  0.142
C: -0.8343 0.8827 -2.5170  0.698
O: -0.5840 1.6401 -3.4760  -0.530
H: 2.5954 -1.8879 0.1454  0.255
H: 4.1694 -1.3875 1.0779  0.214
H: 2.6837 -0.2074 0.8992  0.191
H: 3.1713 -2.5799 2.8516  0.207
H: 1.4494 -2.4582 2.2488  0.219
H: 2.3127 -1.0143 4.5431  0.206
H: 2.7815 0.2323 3.2410  0.212
H: 0.3418 0.7848 4.0461  0.230
H: -0.1999 -0.9638 3.8032  0.219
H: 0.6461 3.3803 2.5239  0.382
H: 2.1280 2.9416 1.8170  0.384
H: 0.8345 3.3067 -1.8419  0.266
H: 1.4579 3.8798 -0.1223  0.224
H: -1.2285 3.8339 0.4806  0.222
H: -1.3363 3.8609 -2.6349  0.244
H: -2.5999 3.3411 -1.3790  0.227
H: -2.4009 5.1143 -1.8202  0.222
H: -2.4071 -2.9334 2.8135  0.198
H: -2.0933 -1.0625 2.8919  0.176
H: -3.4056 -2.6877 0.4669  0.236
H: -3.2947 -0.7922 0.6428  0.206
H: -5.5792 -1.2210 1.1907  0.222
H: -5.1482 -2.7295 2.2792  0.208
H: -4.6735 -0.9637 2.8413  0.202
H: -3.1315 1.1749 -4.1353  0.162
B: 2.1434 -1.7834 -4.1955  1.256
O: 2.2020 -2.3735 -2.8455  -0.662
C: 3.4611 -2.7447 -2.6274  0.664
O: 3.8517 -3.2661 -1.6084  -0.574
C: 4.2780 -2.4223 -3.8031  0.660
O: 5.4626 -2.6304 -3.9270  -0.570
O: 3.5136 -1.8555 -4.7337  -0.655
F: 1.7146 -0.4182 -4.1171  -0.558
F: 1.2475 -2.5335 -5.0236  -0.553

Cartesian forces, eV/Å:
-0.91 0.24 0.48
0.20 -0.62 -0.45
0.09 -0.31 0.18
0.18 0.00 -1.43
-0.37 1.44 -1.66
-2.13 -2.65 -2.96
-0.55 -1.19 -1.39
-0.21 -2.33 0.37
-0.91 -0.26 1.15
-1.08 -2.32 -0.56
-0.02 0.25 -0.34
-0.10 -0.69 -0.23
-0.18 -1.77 1.64
2.10 2.70 2.73
0.74 2.01 -1.19
-0.45 2.09 -0.06
-1.06 0.19 -0.66
-0.22 0.36 0.44
1.99 -0.03 -0.42
-0.22 -0.77 1.00
1.06 4.52 -0.37
0.93 0.40 1.18
-0.42 0.33 -0.55
0.86 1.04 -1.55
-0.91 -2.02 3.78
0.93 0.75 1.33
-1.76 0.25 -0.29
0.82 -1.62 0.06
-1.28 1.31 -0.29
1.40 1.11 0.25
-0.43 0.65 -1.48
-1.27 -1.21 0.46
0.44 -1.31 -0.87
1.25 0.93 -0.53
0.46 -0.44 -0.33
-0.98 -0.20 0.48
-0.26 0.23 1.66
-1.05 -0.92 -1.15
1.00 1.22 -1.21
-0.55 0.41 1.63
1.36 1.12 -0.25
0.83 -1.23 0.46
0.75 1.31 -0.73
-0.43 -1.27 -0.65
-0.03 1.58 0.98
0.01 -1.68 0.56
0.66 -0.74 1.30
-0.03 1.61 -0.24
-0.78 -1.20 -1.30
0.56 -1.31 0.89
-1.83 0.76 -1.17
0.78 -0.14 0.09
-1.66 -0.71 2.44
0.03 0.19 -0.49
1.74 0.69 -2.51
-0.47 -0.01 0.27
0.35 -0.36 0.72
0.28 -1.08 0.01
0.74 0.68 0.72


(3)
Below is a 2-piece molecular cluster, C20H25BNO5 overall in a non-equilibrium geometry, with properties calculated with ωB97M-V/def2-TZVPD.

Its total energy is -33546.9049 eV. The frontier orbital gap is 5.0 eV. As for the net charge: -1. The multiplicity is 1. The value obtained for the strongest force on any atom is 1.32 eV/Å. For the LUMO energy, the calculation gives 0.0132 hartree.

Last column: natural (NBO) charge in e.
CARTESIAN COORDINATES (ANGSTROEM)
C: 6.9581 -0.4839 2.1605  -0.308
C: 6.4982 0.1869 1.2759  0.038
C: 5.8699 0.9694 0.1824  -0.485
C: 4.4895 1.5428 0.6471  -0.394
C: 3.2665 0.7741 0.0839  -0.411
C: 2.4088 0.0532 1.1461  0.265
C: 3.2422 -1.1546 1.6800  -0.508
C: 2.4127 -2.3005 2.1043  0.057
C: 1.7967 -3.2750 2.4429  -0.299
C: 1.9499 1.0833 2.2309  -0.088
O: 0.7467 1.5685 1.7251  -0.728
B: 0.0374 0.3356 1.2149  0.842
C: -0.6631 -0.3990 2.5361  -0.794
C: -1.9900 -1.0799 2.3159  0.179
N: -2.2935 -2.2349 2.7660  -0.688
C: -0.9575 0.6972 -0.0228  -0.721
C: -1.4318 -0.5061 -0.8246  -0.044
O: -0.5284 -0.8134 -1.9172  -0.746
O: 1.2079 -0.4211 0.6451  -0.727
H: 7.1911 -1.2638 2.8430  0.232
H: 5.7512 0.2860 -0.6556  0.229
H: 6.5521 1.7825 -0.0614  0.224
H: 4.5094 1.5477 1.7335  0.215
H: 4.4429 2.5810 0.3193  0.205
H: 2.6134 1.4879 -0.4208  0.228
H: 3.6415 0.0808 -0.6726  0.187
H: 3.9022 -1.5156 0.8898  0.221
H: 3.8807 -0.8887 2.5255  0.227
H: 1.3983 -4.1973 2.7839  0.221
H: 2.5797 1.9651 2.3940  0.161
H: 1.9066 0.5787 3.2133  0.141
H: 0.0404 -1.1271 2.9485  0.214
H: -0.8132 0.3975 3.2732  0.227
H: -2.7533 -0.5649 1.7336  0.153
H: -1.4939 -2.5981 3.2816  0.312
H: -0.3844 1.3258 -0.7157  0.218
H: -1.8261 1.2985 0.2751  0.193
H: -2.4118 -0.3389 -1.2897  0.133
H: -1.5239 -1.4122 -0.2177  0.165
H: -0.4458 -1.7663 -1.9285  0.459
C: -7.1592 1.0529 -3.9952  -0.247
C: -6.8880 0.4068 -2.8647  -0.211
C: -5.5116 -0.0589 -2.5531  0.467
O: -5.2706 -0.6516 -1.5265  -0.462
C: -4.4496 0.2284 -3.5522  -0.220
C: -4.7258 0.8749 -4.6828  -0.237
C: -6.0988 1.3377 -4.9928  0.479
O: -6.3517 1.9277 -6.0238  -0.508
H: -8.1548 1.3997 -4.2420  0.225
H: -7.6464 0.1888 -2.1235  0.227
H: -3.4501 -0.1131 -3.3085  0.253
H: -3.9677 1.0937 -5.4238  0.231

Cartesian forces, eV/Å:
-0.34 -0.24 -0.30
-0.08 0.09 -0.40
-0.02 -0.15 1.32
0.41 -0.35 -0.52
-0.01 0.47 0.13
0.39 0.06 0.43
-0.54 -0.24 0.36
0.19 0.18 -0.04
0.49 0.03 0.08
0.22 0.30 -0.20
-0.38 -0.26 0.32
0.22 0.70 -0.19
-0.49 -0.18 -0.68
1.00 -0.29 0.67
-0.48 0.03 -0.33
0.13 0.03 0.00
-0.06 -0.22 -0.44
-0.16 0.22 0.07
0.07 -0.39 -0.35
0.24 0.19 0.21
0.06 0.20 -0.27
0.02 -0.04 -0.30
-0.17 0.07 0.05
-0.04 0.04 0.07
-0.10 -0.11 0.01
-0.33 -0.18 -0.04
0.04 -0.01 -0.05
0.08 0.19 -0.04
-0.28 0.05 -0.04
0.39 -0.26 -0.18
-0.45 -0.11 -0.03
-0.13 -0.03 0.18
-0.03 0.10 -0.03
-0.07 0.12 -0.01
0.12 -0.05 0.05
-0.03 0.03 0.01
-0.01 -0.08 0.10
-0.09 0.08 0.23
-0.03 0.11 0.16
0.21 -0.12 -0.02
-0.04 -0.03 0.07
-0.06 0.05 -0.06
0.08 -0.03 0.04
-0.07 -0.01 -0.02
0.07 0.02 -0.07
0.01 -0.04 0.06
0.03 0.03 -0.06
-0.02 -0.01 0.01
0.01 0.02 -0.03
0.03 -0.02 0.03
-0.01 0.00 0.06
-0.01 0.02 -0.01


(4)
Below is C20H25CaN5S4Se2 as an isolated structure, with properties calculated with ωB97M-V/def2-TZVPD.

Its total energy is -221074.0953 eV. The frontier orbital gap is 6.3 eV. The multiplicity is 1. The value obtained for the strongest force on any atom is 0.69 eV/Å. For the LUMO energy, the calculation gives -0.0017 hartree.

Last column: natural (NBO) charge in e.
CARTESIAN COORDINATES (ANGSTROEM)
Ca: -1.3044 -0.0961 -0.1473  1.658
C: 0.6255 -2.6629 1.2773  -0.258
N: -0.0636 -2.3760 0.0305  -0.693
C: 0.6160 -2.7923 -1.1864  -0.259
C: 0.0775 -2.0098 -2.3511  0.418
N: -0.4086 -0.8001 -2.2556  -0.590
C: -0.7775 -0.4515 -3.5592  0.156
C: -1.3835 0.7115 -4.0309  -0.207
C: -1.6513 0.7833 -5.3827  -0.218
C: -1.3305 -0.2748 -6.2522  -0.205
C: -0.7398 -1.4346 -5.7918  -0.226
C: -0.4777 -1.4915 -4.4275  0.087
N: 0.0705 -2.4823 -3.6211  -0.524
C: 0.1605 -1.7081 2.3365  0.416
N: -0.2100 -0.4701 2.1150  -0.593
C: -0.4794 0.0540 3.3870  0.156
C: -0.9279 1.3235 3.7471  -0.216
C: -1.1049 1.5752 5.0918  -0.220
C: -0.8542 0.5911 6.0650  -0.204
C: -0.4216 -0.6734 5.7165  -0.230
C: -0.2423 -0.9085 4.3572  0.084
N: 0.1609 -2.0362 3.6497  -0.525
H: 1.6953 -2.4883 1.1372  0.228
H: 0.5043 -3.6966 1.6217  0.192
H: -1.0240 -2.7309 0.0678  0.423
H: 0.5410 -3.8667 -1.3934  0.192
H: 1.6785 -2.5563 -1.0852  0.221
H: -1.6461 1.5169 -3.3572  0.228
H: -2.1262 1.6688 -5.7831  0.220
H: -1.5599 -0.1803 -7.3053  0.218
H: -0.5047 -2.2529 -6.4591  0.218
H: 0.3647 -3.3992 -3.9050  0.422
H: -1.1722 2.0559 2.9875  0.248
H: -1.4642 2.5468 5.4041  0.219
H: -1.0164 0.8257 7.1087  0.216
H: -0.2428 -1.4367 6.4621  0.217
H: 0.3891 -2.9392 4.0246  0.421
S: -3.2521 -2.0335 -0.4057  -0.804
S: -4.6819 -0.8232 0.5375  -0.024
S: -3.6607 0.4698 1.7580  -0.110
S: -2.8211 2.0045 0.5823  -0.796
C: -0.6005 4.0411 -0.9905  -0.780
Se: 0.5796 2.5042 -1.1458  0.242
C: 1.1743 2.5233 0.7216  -0.575
C: 2.5910 1.9968 0.8574  -0.560
Se: 2.6880 0.1164 0.3390  0.241
C: 4.4684 0.1626 -0.4097  -0.788
H: -1.3807 3.8537 -0.2594  0.247
H: -1.0505 4.1948 -1.9694  0.229
H: -0.0200 4.9198 -0.7183  0.214
H: 0.4758 1.9701 1.3458  0.227
H: 1.1327 3.5638 1.0447  0.230
H: 2.9470 2.1000 1.8816  0.226
H: 3.2604 2.5374 0.1893  0.223
H: 4.5011 0.8308 -1.2669  0.222
H: 4.7153 -0.8473 -0.7304  0.226
H: 5.1839 0.4776 0.3458  0.220

Cartesian forces, eV/Å:
-0.15 0.28 0.47
-0.08 0.12 -0.03
0.16 -0.07 -0.03
-0.12 0.09 0.01
0.02 0.02 0.22
0.02 -0.27 -0.63
-0.04 0.28 0.39
0.01 -0.03 -0.04
0.03 -0.07 -0.04
-0.02 0.08 0.05
-0.02 0.05 0.03
0.13 -0.35 -0.13
0.01 0.06 -0.09
0.06 0.02 -0.15
-0.08 -0.24 0.23
0.00 0.30 -0.40
-0.03 -0.02 0.00
0.01 -0.06 0.06
-0.01 0.05 -0.07
-0.03 0.07 -0.05
0.11 -0.38 0.15
0.01 0.15 0.10
0.03 -0.02 -0.02
-0.04 -0.02 0.01
-0.01 0.00 -0.02
-0.02 -0.03 0.00
0.03 0.02 0.02
0.00 -0.01 0.02
0.00 -0.01 -0.02
0.00 0.01 0.01
0.00 0.00 0.01
-0.01 -0.02 -0.03
0.00 0.01 0.01
0.00 -0.01 0.02
0.00 0.01 0.00
0.01 0.00 -0.01
-0.01 -0.01 0.03
-0.22 0.11 0.03
0.26 -0.08 -0.07
0.20 0.10 -0.27
-0.26 -0.15 0.19
0.04 0.08 -0.13
-0.09 -0.11 0.17
0.13 0.16 0.08
-0.13 0.06 -0.04
-0.12 -0.09 0.08
0.17 0.02 -0.09
0.02 -0.04 0.03
0.00 0.01 0.01
0.02 0.00 -0.03
-0.04 -0.06 -0.05
0.04 0.03 -0.02
-0.02 -0.02 0.01
0.03 -0.01 0.01
0.00 0.00 0.00
0.01 0.00 -0.01
0.01 0.00 -0.01